(1)
{
  "formula": "C38H47N5O2SSeSiTa",
  "method": "ωB97M-V/def2-TZVPD",
  "de_lowest_kj_mol": 71.2,
  "total_charge": 3,
  "orbital_gap_ev": 7.52,
  "elements": ["Ta", "C", "N", "C", "C", "C", "C", "C", "C", "N", "C", "C", "C", "C", "C", "C", "N", "C", "C", "C", "C", "C", "N", "H", "H", "H", "H", "H", "H", "H", "H", "H", "H", "H", "H", "H", "H", "H", "H", "H", "H", "N", "C", "O", "C", "C", "H", "H", "H", "H", "H", "H", "C", "Si", "C", "C", "Se", "H", "H", "H", "H", "H", "H", "H", "H", "H", "O", "S", "C", "C", "C", "C", "C", "C", "C", "C", "C", "C", "C", "C", "C", "C", "H", "H", "H", "H", "H", "H", "H", "H", "H", "H", "H", "H", "H", "H"],
  "xyz": [[-0.682, 0.417, -0.926], [-2.288, -0.342, 1.709], [-2.292, -0.831, 0.308], [-1.932, -2.268, 0.335], [-0.505, -2.401, 0.773], [-0.023, -3.557, 1.352], [1.322, -3.623, 1.693], [2.116, -2.510, 1.475], [1.544, -1.377, 0.925], [0.261, -1.322, 0.562], [-3.695, -0.675, -0.162], [-3.771, -0.521, -1.636], [-4.884, -0.962, -2.330], [-4.969, -0.731, -3.690], [-3.896, -0.103, -4.305], [-2.811, 0.273, -3.544], [-2.739, 0.116, -2.208], [-2.524, 1.130, 1.685], [-3.191, 1.776, 2.709], [-3.345, 3.151, 2.655], [-2.804, 3.824, 1.569], [-2.165, 3.101, 0.582], [-2.032, 1.763, 0.606], [-3.061, -0.857, 2.286], [-1.321, -0.550, 2.168], [-2.595, -2.802, 1.022], [-2.077, -2.677, -0.667], [-0.687, -4.393, 1.526], [1.733, -4.522, 2.132], [3.164, -2.501, 1.736], [2.125, -0.479, 0.779], [-4.298, -1.515, 0.190], [-4.115, 0.227, 0.284], [-5.675, -1.471, -1.796], [-5.834, -1.048, -4.257], [-3.880, 0.081, -5.369], [-1.953, 0.679, -4.054], [-3.588, 1.197, 3.533], [-3.873, 3.682, 3.435], [-2.885, 4.897, 1.470], [-1.740, 3.630, -0.255], [2.593, 2.045, -3.238], [1.480, 1.916, -2.542], [1.281, 0.899, -1.830], [0.428, 2.971, -2.515], [-0.870, 2.255, -2.159], [3.284, 1.309, -3.236], [2.752, 2.850, -3.824], [0.381, 3.520, -3.458], [0.727, 3.701, -1.753], [-1.280, 1.919, -3.103], [-1.625, 2.957, -1.812], [-2.490, -3.567, -3.789], [-0.698, -3.553, -3.306], [-0.275, -4.733, -1.937], [0.477, -3.622, -4.732], [-0.216, -1.370, -2.433], [-2.740, -4.530, -4.238], [-2.702, -2.790, -4.525], [-3.143, -3.423, -2.925], [-0.207, -5.739, -2.358], [-1.039, -4.759, -1.158], [0.690, -4.496, -1.488], [0.388, -4.602, -5.208], [1.511, -3.501, -4.407], [0.249, -2.865, -5.483], [0.583, 1.282, 0.555], [0.970, 2.719, 1.002], [1.296, 2.615, 2.811], [1.391, 1.239, 3.405], [0.241, 0.638, 3.906], [0.312, -0.578, 4.570], [1.542, -1.193, 4.756], [2.695, -0.591, 4.273], [2.622, 0.617, 3.594], [2.626, 3.171, 0.387], [3.842, 2.479, 0.918], [4.192, 1.204, 0.481], [5.343, 0.595, 0.959], [6.165, 1.266, 1.857], [5.839, 2.551, 2.269], [4.680, 3.154, 1.802], [0.469, 3.176, 3.246], [2.214, 3.185, 2.957], [-0.705, 1.161, 3.832], [-0.582, -1.022, 4.990], [1.605, -2.123, 5.305], [3.659, -1.048, 4.449], [3.528, 1.090, 3.247], [2.633, 4.235, 0.651], [2.547, 3.127, -0.697], [3.567, 0.692, -0.238], [5.619, -0.392, 0.611], [7.072, 0.798, 2.215], [6.493, 3.089, 2.942], [4.448, 4.169, 2.106]]
}



(2)
{
  "formula": "C7H12N2O6",
  "method": "ωB97M-V/def2-TZVPD",
  "de_lowest_kj_mol": 285.1,
  "total_charge": 0,
  "orbital_gap_ev": 10.17,
  "smiles": "N[C@@H](CC(=O)O)C(=O)N[C@@H](CO)C(=O)O",
  "elements": ["C", "C", "C", "C", "C", "C", "C", "H", "H", "H", "H", "H", "H", "H", "H", "H", "H", "H", "H", "N", "N", "O", "O", "O", "O", "O", "O"],
  "xyz": [[0.911, 1.299, -0.469], [0.092, 1.423, 0.834], [2.385, 0.647, -0.257], [2.196, -0.855, -0.303], [-1.772, -0.337, 0.470], [-1.030, -1.714, 0.413], [-2.424, -0.044, -0.922], [1.543, 3.236, -0.482], [1.771, 2.544, -2.005], [0.227, 0.748, -1.134], [3.122, 0.818, -1.044], [2.776, 0.919, 0.753], [1.471, -2.230, -1.534], [-1.682, 1.198, 1.907], [-2.548, -0.501, 1.222], [-1.709, 0.318, -1.722], [-2.672, -1.088, -1.236], [-3.431, 1.609, -0.301], [0.306, -2.446, 1.630], [1.066, 2.695, -1.185], [-1.134, 0.703, 1.135], [0.434, 2.289, 1.651], [2.494, -1.586, 0.677], [1.676, -1.298, -1.470], [-1.052, -2.399, -0.554], [-3.551, 0.797, -0.887], [-0.106, -1.730, 1.296]]
}



(3)
{
  "formula": "C33H56BN11Tl",
  "method": "ωB97M-V/def2-TZVPD",
  "total_charge": 1,
  "orbital_gap_ev": 8.31,
  "elements": ["Tl", "C", "C", "C", "C", "N", "N", "B", "N", "N", "C", "C", "C", "C", "C", "C", "C", "C", "N", "N", "C", "C", "C", "C", "C", "C", "C", "C", "C", "C", "C", "C", "H", "H", "H", "H", "H", "H", "H", "H", "H", "H", "H", "H", "H", "H", "H", "H", "H", "H", "H", "H", "H", "H", "H", "H", "H", "H", "H", "H", "H", "H", "H", "H", "H", "H", "H", "H", "H", "H", "H", "H", "C", "C", "C", "C", "C", "H", "H", "H", "H", "H", "C", "N", "C", "C", "N", "N", "C", "N", "N", "H", "H", "H", "H", "H", "H", "H", "H", "H", "H", "H"],
  "xyz": [[0.156, -0.413, -0.746], [-2.057, 3.250, 2.754], [-1.973, 2.595, 1.413], [-2.877, 2.640, 0.370], [-2.282, 1.936, -0.684], [-1.104, 1.456, -0.281], [-0.910, 1.874, 1.009], [0.484, 1.802, 1.699], [0.821, 0.371, 2.195], [1.125, -0.657, 1.345], [1.545, -1.679, 2.093], [1.521, -1.305, 3.442], [1.065, -0.003, 3.465], [0.881, 0.902, 4.641], [2.024, -2.985, 1.504], [3.195, -2.676, 0.560], [2.519, -3.898, 2.625], [0.892, -3.702, 0.760], [1.565, 2.306, 0.741], [1.838, 1.667, -0.436], [2.813, 2.377, -1.010], [3.202, 3.440, -0.182], [2.374, 3.370, 0.915], [2.318, 4.269, 2.110], [3.361, 2.024, -2.372], [2.259, 2.241, -3.424], [4.523, 2.948, -2.737], [3.908, 0.586, -2.333], [-2.820, 1.746, -2.084], [-3.945, 2.753, -2.337], [-1.702, 2.014, -3.093], [-3.368, 0.322, -2.249], [-3.053, 3.671, 2.887], [-1.329, 4.056, 2.854], [-1.872, 2.543, 3.564], [-3.814, 3.174, 0.360], [0.440, 2.508, 2.664], [1.823, -1.892, 4.294], [1.091, 0.347, 5.554], [-0.135, 1.293, 4.704], [1.556, 1.757, 4.599], [4.037, -2.256, 1.114], [2.917, -1.945, -0.200], [3.535, -3.588, 0.060], [3.343, -3.443, 3.181], [2.881, -4.835, 2.198], [1.718, -4.138, 3.329], [0.492, -3.131, -0.077], [0.061, -3.918, 1.439], [1.257, -4.651, 0.356], [3.963, 4.182, -0.366], [3.053, 5.063, 1.994], [2.542, 3.734, 3.035], [1.336, 4.732, 2.225], [2.076, 3.312, -3.545], [1.306, 1.799, -3.137], [2.557, 1.835, -4.395], [4.208, 3.993, -2.777], [4.906, 2.675, -3.723], [5.344, 2.862, -2.023], [3.212, -0.116, -1.876], [4.818, 0.556, -1.729], [4.154, 0.231, -3.338], [-3.610, 3.781, -2.180], [-4.805, 2.569, -1.689], [-4.287, 2.663, -3.370], [-1.358, 3.049, -3.032], [-2.062, 1.826, -4.108], [-0.837, 1.375, -2.924], [-4.186, 0.142, -1.547], [-2.598, -0.433, -2.073], [-3.755, 0.188, -3.263], [0.849, -3.296, -3.480], [1.451, -2.570, -2.520], [0.999, -1.159, -2.637], [0.042, -1.168, -3.775], [-0.024, -2.420, -4.269], [1.002, -4.352, -3.668], [2.202, -2.919, -1.830], [1.789, -0.426, -2.719], [-0.433, -0.292, -4.189], [-0.598, -2.729, -5.134], [-2.672, -0.967, 3.599], [-3.151, -1.876, 2.574], [-4.571, -2.214, 2.679], [-2.500, -1.860, 1.360], [-1.613, -1.005, 1.018], [-2.862, -2.919, 0.537], [-2.403, -3.177, -0.750], [-2.947, -4.327, -1.265], [-1.549, -2.430, -1.325], [-3.083, -1.285, 4.556], [-2.989, 0.069, 3.416], [-1.583, -1.006, 3.668], [-4.738, -2.970, 3.447], [-4.962, -2.578, 1.733], [-5.149, -1.325, 2.940], [-1.539, -0.272, 1.715], [-3.345, -3.670, 0.997], [-3.799, -4.707, -0.893], [-2.749, -4.545, -2.225], [-1.355, -2.749, -2.268]]
}



(4)
{
  "formula": "C27H21CaFN4O5",
  "method": "ωB97M-V/def2-TZVPD",
  "de_lowest_kj_mol": 64.2,
  "total_charge": 0,
  "orbital_gap_ev": 7.41,
  "elements": ["Ca", "O", "C", "C", "C", "C", "C", "C", "C", "O", "N", "N", "C", "C", "C", "C", "C", "C", "N", "H", "H", "H", "H", "H", "H", "H", "H", "H", "H", "C", "C", "C", "C", "C", "C", "C", "F", "C", "C", "C", "O", "C", "C", "N", "C", "C", "O", "O", "H", "H", "H", "H", "H", "H", "H", "H", "H", "H", "H"],
  "xyz": [[-1.251, -0.527, 1.512], [-1.056, 2.708, 6.035], [-1.077, 3.550, 4.990], [-0.894, 4.905, 5.271], [-0.909, 5.837, 4.254], [-1.106, 5.447, 2.927], [-1.294, 4.108, 2.648], [-1.287, 3.139, 3.655], [-1.482, 1.721, 3.254], [-1.854, 1.440, 2.065], [-1.207, 0.805, 4.218], [-1.336, -0.461, 3.717], [-0.948, -1.518, 4.301], [-1.085, -2.794, 3.512], [-0.539, -3.984, 3.944], [-0.676, -5.119, 3.162], [-1.370, -5.042, 1.971], [-1.886, -3.815, 1.601], [-1.757, -2.710, 2.342], [-1.126, 1.785, 5.659], [-0.737, 5.195, 6.303], [-0.761, 6.884, 4.494], [-1.114, 6.182, 2.132], [-1.448, 3.769, 1.633], [-0.488, -1.524, 5.286], [0.007, -4.014, 4.881], [-0.239, -6.057, 3.483], [-1.497, -5.905, 1.331], [-2.420, -3.702, 0.664], [4.088, 0.243, -3.057], [3.004, -0.422, -3.894], [2.715, 0.396, -5.138], [1.568, -0.205, -5.930], [0.333, -0.246, -5.069], [-0.926, -0.093, -5.591], [-2.048, -0.159, -4.763], [-3.259, -0.011, -5.331], [-1.947, -0.370, -3.431], [-0.667, -0.519, -2.871], [-0.559, -0.753, -1.446], [-1.577, -0.744, -0.692], [0.763, -1.006, -0.951], [1.823, -0.922, -1.790], [1.738, -0.604, -3.102], [0.472, -0.447, -3.676], [0.905, -1.254, 0.549], [0.946, -2.411, 0.977], [0.775, -0.183, 1.254], [4.877, 0.594, -3.723], [4.551, -0.431, -2.336], [3.685, 1.104, -2.517], [3.343, -1.412, -4.203], [3.629, 0.443, -5.732], [2.460, 1.418, -4.836], [1.836, -1.222, -6.239], [1.370, 0.365, -6.838], [-1.061, 0.076, -6.655], [-2.818, -0.424, -2.793], [2.820, -1.104, -1.417]]
}



(5)
{
  "formula": "C26H35B2ClF6N8O7W",
  "method": "ωB97M-V/def2-TZVPD",
  "de_lowest_kj_mol": 0.0,
  "total_charge": 1,
  "s_squared": 3.76,
  "orbital_gap_ev": [7.07, 8.88],
  "spin_multiplicity": 4,
  "elements": ["W", "C", "C", "C", "C", "N", "N", "B", "N", "C", "C", "C", "C", "N", "N", "C", "C", "C", "C", "N", "N", "C", "C", "C", "C", "N", "H", "H", "H", "H", "H", "H", "H", "H", "H", "H", "H", "H", "H", "H", "H", "H", "H", "H", "H", "H", "O", "Cl", "O", "O", "O", "C", "C", "O", "C", "F", "F", "F", "C", "F", "F", "F", "H", "H", "H", "C", "C", "C", "O", "B", "O", "C", "C", "C", "H", "H", "H", "H", "H", "H", "H", "H", "H", "H", "H", "H"],
  "xyz": [[0.008, -0.383, -0.372], [1.071, 3.347, 0.019], [0.453, 2.613, 1.147], [-0.292, 3.120, 2.164], [-0.717, 2.020, 2.931], [-0.256, 0.898, 2.441], [0.522, 1.202, 1.302], [-0.964, -0.556, 2.759], [-2.146, -0.579, 1.773], [-3.455, -0.832, 1.921], [-4.109, -0.463, 0.765], [-3.111, 0.000, -0.096], [-3.256, 0.605, -1.449], [-1.922, -0.111, 0.514], [0.006, -1.680, 2.439], [0.555, -2.625, 3.215], [1.394, -3.390, 2.443], [1.328, -2.847, 1.159], [2.086, -3.298, -0.039], [0.469, -1.815, 1.160], [-1.381, -0.486, 4.197], [-2.493, 0.059, 4.773], [-2.243, 0.215, 6.107], [-0.916, -0.245, 6.286], [-0.125, -0.314, 7.550], [-0.404, -0.642, 5.138], [1.055, 4.411, 0.245], [2.091, 3.025, -0.178], [0.491, 3.171, -0.887], [-0.524, 4.156, 2.336], [-1.358, 2.004, 3.800], [-3.839, -1.266, 2.826], [-5.163, -0.528, 0.563], [-4.143, 0.220, -1.947], [-3.372, 1.687, -1.354], [-2.390, 0.407, -2.077], [0.314, -2.668, 4.262], [1.978, -4.238, 2.757], [1.752, -4.285, -0.350], [1.967, -2.626, -0.885], [3.146, -3.374, 0.205], [-3.372, 0.310, 4.206], [-2.917, 0.593, 6.857], [-0.684, 0.116, 8.379], [0.112, -1.348, 7.800], [0.814, 0.228, 7.449], [1.103, 0.177, -3.901], [1.341, 0.715, -2.630], [2.236, 1.802, -2.617], [0.043, 1.124, -1.973], [1.802, -0.345, -1.680], [-2.677, -2.314, -2.934], [-1.388, -2.692, -2.204], [-0.710, -1.575, -1.772], [-0.477, -3.447, -3.203], [-0.994, -4.639, -3.533], [-0.345, -2.731, -4.323], [0.753, -3.657, -2.715], [-1.765, -3.608, -1.018], [-2.656, -4.537, -1.361], [-2.315, -2.864, -0.041], [-0.711, -4.235, -0.480], [-2.451, -1.528, -3.650], [-3.409, -1.953, -2.214], [-3.099, -3.168, -3.460], [4.520, -0.507, 0.195], [4.227, 0.615, 1.170], [5.321, 1.661, 1.134], [2.982, 1.253, 0.709], [2.001, 0.750, 1.488], [2.379, -0.024, 2.520], [3.840, 0.123, 2.606], [4.084, 1.159, 3.691], [4.431, -1.214, 2.996], [4.608, -0.093, -0.808], [3.715, -1.240, 0.186], [5.452, -1.011, 0.448], [5.508, 1.953, 0.101], [6.246, 1.249, 1.541], [5.056, 2.549, 1.704], [3.648, 2.125, 3.427], [5.151, 1.300, 3.867], [3.623, 0.814, 4.615], [4.131, -2.002, 2.308], [4.092, -1.482, 3.996], [5.520, -1.154, 3.009]]
}



(6)
{
  "formula": "C9H14O",
  "method": "ωB97M-V/def2-TZVPD",
  "de_lowest_kj_mol": 30.5,
  "total_charge": -1,
  "s_squared": 0.76,
  "orbital_gap_ev": [3.06, 6.99],
  "spin_multiplicity": 2,
  "elements": ["C", "C", "H", "H", "H", "H", "H", "H", "C", "C", "C", "C", "C", "C", "C", "O", "H", "H", "H", "H", "H", "H", "H", "H"],
  "xyz": [[-2.304, 0.551, -1.529], [-2.466, 1.168, -0.139], [-1.358, 0.878, -1.948], [-2.324, -0.533, -1.497], [-3.024, 0.889, -2.276], [-1.605, 1.719, 0.230], [-3.261, 1.888, -0.150], [-2.717, 0.436, 0.626], [1.565, -2.440, -0.994], [1.016, 1.047, 1.463], [0.187, -0.026, 1.600], [1.977, 1.091, 0.424], [0.263, -1.151, 0.712], [2.036, -0.014, -0.468], [1.292, -1.145, -0.284], [1.079, 2.073, 2.409], [-0.544, -0.013, 2.412], [0.194, 2.230, 2.773], [2.652, 1.933, 0.381], [-0.283, -2.065, 0.924], [2.712, 0.002, -1.303], [1.694, -3.234, -0.236], [2.508, -2.499, -1.539], [0.709, -2.785, -1.590]]
}



(7)
{
  "formula": "C37H32MnN5O5",
  "method": "ωB97M-V/def2-TZVPD",
  "total_charge": 1,
  "s_squared": 8.75,
  "orbital_gap_ev": [7.45, 7.51],
  "spin_multiplicity": 6,
  "elements": ["Mn", "C", "O", "C", "N", "C", "C", "C", "C", "C", "C", "C", "C", "C", "C", "C", "C", "N", "C", "N", "C", "C", "O", "C", "C", "C", "C", "C", "C", "H", "H", "H", "H", "H", "H", "H", "H", "H", "H", "H", "H", "H", "H", "H", "H", "H", "H", "H", "O", "N", "N", "O", "C", "C", "C", "C", "C", "C", "H", "H", "H", "H", "H", "C", "C", "O", "C", "C", "C", "C", "C", "C", "H", "H", "H", "H", "H", "H", "H", "H"],
  "xyz": [[-0.298, 0.240, 1.145], [-4.092, -2.246, 2.213], [-4.068, -0.985, 2.941], [-2.903, -0.427, 2.616], [-2.058, -1.100, 1.939], [-2.617, -2.459, 1.825], [-2.414, -3.137, 0.494], [-3.166, -4.279, 0.218], [-2.997, -4.964, -0.974], [-2.066, -4.521, -1.904], [-1.309, -3.393, -1.630], [-1.484, -2.704, -0.437], [-2.627, 0.945, 3.102], [-3.518, 1.737, 3.808], [-3.091, 3.002, 4.194], [-1.817, 3.442, 3.854], [-1.010, 2.577, 3.131], [-1.406, 1.357, 2.789], [0.330, 2.900, 2.593], [0.860, 2.177, 1.691], [2.153, 2.785, 1.340], [2.268, 3.949, 2.355], [0.978, 3.973, 3.036], [3.284, 1.793, 1.383], [4.157, 1.693, 0.307], [5.205, 0.785, 0.336], [5.381, -0.030, 1.443], [4.511, 0.066, 2.522], [3.467, 0.975, 2.492], [-4.741, -2.119, 1.343], [-4.497, -3.002, 2.879], [-2.118, -3.065, 2.591], [-3.882, -4.647, 0.942], [-3.587, -5.848, -1.174], [-1.928, -5.057, -2.832], [-0.577, -3.040, -2.344], [-0.867, -1.834, -0.243], [-4.504, 1.370, 4.046], [-3.754, 3.648, 4.751], [-1.458, 4.421, 4.129], [2.070, 3.166, 0.318], [2.411, 4.923, 1.894], [3.033, 3.773, 3.111], [4.011, 2.319, -0.564], [5.871, 0.704, -0.512], [6.191, -0.746, 1.464], [4.639, -0.578, 3.381], [2.781, 1.030, 3.330], [1.090, -1.231, 1.478], [1.955, -1.472, 0.567], [1.778, -0.815, -0.507], [0.802, 0.048, -0.661], [2.709, -0.994, -1.584], [3.628, -2.033, -1.550], [4.540, -2.146, -2.584], [4.533, -1.238, -3.636], [3.596, -0.217, -3.659], [2.673, -0.090, -2.631], [3.629, -2.729, -0.725], [5.261, -2.951, -2.569], [5.249, -1.335, -4.439], [3.579, 0.485, -4.480], [1.931, 0.694, -2.627], [-0.979, 3.193, -1.641], [-1.559, 1.861, -1.255], [-1.624, 1.552, -0.063], [-2.063, 0.950, -2.297], [-1.736, 1.128, -3.642], [-2.223, 0.249, -4.594], [-3.056, -0.794, -4.211], [-3.396, -0.968, -2.876], [-2.895, -0.102, -1.922], [-0.748, 3.759, -0.742], [-1.672, 3.752, -2.270], [-0.065, 3.042, -2.218], [-1.094, 1.940, -3.949], [-1.959, 0.380, -5.634], [-3.442, -1.474, -4.958], [-4.043, -1.782, -2.581], [-3.147, -0.228, -0.876]]
}